The following is a quantum chemistry calculation of an isolated molecule of C2H7N3OS, from the OMol25 dataset.

Calculated values
E_LUMO	0.09	eV
energy above the lowest of the compared OMol25 structures with the same formula, charge and spin	107.8	kcal per mole
strongest force on any atom	7.92	eV/A
structure (SMILES)	[H]/N=C(\NS)NOC
HOMO	-9.09	eV
total charge	0

The geometry in XYZ format:
```
14
Properties=species:S:1:pos:R:3:forces:R:3:nbo_charge:R:1
C -0.78963 1.93326 -0.21577 6.11 4.36 2.55 -0.254
C 0.87496 -1.01255 -0.15962 2.46 2.69 0.17 0.564
H -1.46088 1.44855 -0.75367 -3.42 -2.39 -1.60 0.183
H -0.33833 2.72607 -0.93304 0.01 -1.57 0.87 0.176
H -0.98027 2.61031 0.66030 -1.12 -1.06 -0.86 0.208
H 2.28153 0.49434 -0.23850 -3.79 0.24 0.53 0.414
H 2.03321 -2.51569 -0.12744 0.00 -1.93 0.13 0.333
H -0.33897 -2.37613 0.57407 -0.35 1.57 -2.30 0.400
H -2.05164 -0.48022 1.31400 -0.60 -1.19 -3.00 0.151
N 1.14706 0.40559 -0.34740 -0.21 -2.34 -0.96 -0.369
N 2.03461 -1.55533 0.08283 -1.85 0.31 -0.73 -0.753
N -0.42126 -1.62552 -0.21447 -0.09 -1.85 2.45 -0.775
O 0.22333 1.05850 0.46019 -0.63 2.00 -0.17 -0.427
S -2.21371 -1.11118 -0.10147 3.47 1.16 2.91 0.148
```
Positions in Å, forces in eV/Å.


The following is a quantum chemistry calculation of a structure of composition C52H54ClN5NiOPTe, from the OMol25 dataset.

Calculated values
E_LUMO (spin up / spin down)	0.46 / -0.35	eV
strongest force on any atom	0.89	eV/A
spin multiplicity	2
<S²>	0.79
HOMO (spin up / spin down)	-5.89 / -5.87	eV
total charge	0

The geometry in XYZ format:
```
116
Properties=species:S:1:pos:R:3:forces:R:3:mulliken_spin:R:1
Ni 2.12138 0.83517 0.46858 0.51 -0.53 -0.49 0.013
N 2.98820 -0.24648 2.94545 -0.24 -0.05 0.23 -0.001
P 1.91767 -0.80833 1.65645 -0.32 0.38 0.02 0.001
C 2.59120 -2.52505 1.69148 0.08 0.01 0.07 -0.001
C 2.47994 -3.37357 2.79668 0.04 -0.01 -0.04 -0.001
C 3.10822 -4.60928 2.80686 -0.04 0.05 0.02 0.000
C 3.85919 -5.01626 1.71041 0.02 -0.01 -0.03 0.000
C 3.98402 -4.18012 0.61251 0.00 0.01 0.00 0.001
C 3.35496 -2.93976 0.60850 0.00 -0.03 -0.04 -0.001
C 0.24898 -1.07640 2.41311 -0.01 -0.04 -0.05 0.003
C -0.55198 -0.02039 2.89756 -0.26 0.06 -0.35 -0.005
C -1.89798 -0.24633 3.19531 0.07 0.00 0.01 -0.001
C -2.46748 -1.49296 3.01016 -0.04 0.03 0.03 0.000
C -1.71557 -2.52926 2.48935 0.08 -0.07 -0.05 0.000
C -0.38091 -2.30673 2.19193 -0.03 0.03 0.07 -0.002
C 3.55449 0.99526 2.89237 0.09 0.02 0.01 -0.001
C 4.47303 1.42475 3.86749 -0.03 -0.02 -0.04 -0.001
C 4.97866 2.69903 3.79406 0.02 -0.01 0.02 0.000
C 4.56320 3.54768 2.76853 -0.04 0.02 -0.10 0.006
C 3.67890 3.04602 1.83747 0.18 -0.09 0.00 0.003
N 3.19445 1.79258 1.86670 -0.16 0.23 0.18 0.008
H 3.25289 -0.82460 3.73083 -0.01 0.03 -0.04 0.000
H 1.87807 -3.07243 3.64717 0.00 0.00 0.01 0.000
H 3.00845 -5.25954 3.66757 0.00 0.02 -0.01 0.000
H 4.34536 -5.98387 1.71587 0.00 0.01 0.00 0.000
H 4.57301 -4.49170 -0.24175 -0.01 0.01 0.01 0.000
H 3.45664 -2.27419 -0.24113 0.01 0.01 -0.01 0.001
H 0.97667 1.35286 2.94202 -0.04 -0.25 0.07 0.005
H -2.50917 0.57474 3.53512 0.00 0.02 0.00 0.000
H -3.51542 -1.63785 3.24457 0.01 0.01 0.00 0.000
H -2.15995 -3.49664 2.29124 0.02 0.01 0.00 0.000
H 0.18460 -3.11581 1.75221 0.01 -0.02 -0.03 0.000
H 4.75736 0.75305 4.66685 0.00 0.00 -0.01 0.000
H 5.68659 3.04276 4.53841 -0.01 -0.01 -0.01 0.000
H 4.92268 4.56395 2.68937 -0.01 -0.02 -0.01 0.000
H 3.33738 3.65014 1.00714 -0.01 0.03 -0.01 -0.006
C -5.84085 1.47843 -5.05090 0.04 0.03 0.00 0.004
C -4.73000 1.14660 -4.09181 0.01 0.01 0.00 -0.001
C -3.52769 0.61375 -4.53481 0.03 0.02 0.01 -0.005
C -2.49919 0.28753 -3.65563 -0.05 -0.03 0.02 0.003
C -1.23293 -0.29050 -4.22614 -0.01 0.04 -0.03 0.002
C -2.68118 0.48744 -2.27799 -0.13 0.01 0.07 0.010
Te -1.16036 -0.11390 -0.90928 0.07 0.03 -0.12 -0.031
N -0.03239 1.29273 3.01913 0.39 0.11 0.51 -0.003
C -0.56912 2.19108 3.96453 -0.20 -0.04 -0.35 0.000
O -1.70217 2.60364 3.87956 0.00 -0.19 0.22 0.000
C 0.31164 2.56871 5.11551 0.14 0.17 -0.20 0.000
C -0.20811 2.45641 6.40011 -0.03 0.02 0.02 0.000
C 0.57603 2.78840 7.49336 -0.03 -0.01 0.00 0.000
C 1.86582 3.26504 7.30566 0.03 0.02 -0.02 0.000
C 2.37552 3.39981 6.02193 -0.03 0.01 0.06 0.000
C 1.60552 3.03908 4.92702 0.00 -0.03 0.03 -0.003
C -1.34574 -2.19907 -1.26477 0.12 0.04 0.02 0.018
C -2.53695 -2.87612 -0.98821 -0.06 0.01 0.03 -0.001
C -3.77348 -2.16258 -0.51698 -0.01 -0.01 -0.03 -0.002
C -2.57787 -4.25959 -1.14710 0.01 -0.02 -0.03 0.002
C -1.47128 -4.98512 -1.56093 0.00 0.02 0.00 -0.001
C -1.53122 -6.47990 -1.71992 0.00 0.00 0.00 -0.001
C -0.29826 -4.29088 -1.83209 -0.02 -0.02 0.02 0.000
C -0.21606 -2.90995 -1.69637 0.03 0.00 -0.01 0.001
C 1.08379 -2.22898 -2.03960 -0.02 0.03 0.03 -0.001
C -3.87511 1.06079 -1.81518 0.02 0.03 -0.01 0.010
C -4.15966 1.37687 -0.36801 0.00 0.01 -0.01 -0.003
C -4.87590 1.37442 -2.73265 0.03 0.00 0.02 -0.013
H -5.54762 1.27289 -6.08004 0.00 0.00 0.00 -0.001
H -6.11400 2.53303 -4.98214 0.01 0.00 0.00 0.000
H -6.73428 0.89223 -4.82960 -0.01 -0.01 0.00 0.000
H -3.38036 0.45169 -5.59815 0.00 0.00 0.01 0.000
H -1.19367 -0.12546 -5.30443 0.00 -0.02 0.01 0.001
H -1.17572 -1.36561 -4.04148 0.02 -0.03 0.02 -0.001
H -0.35753 0.16696 -3.75894 0.00 0.01 -0.01 -0.001
H -1.22510 2.11055 6.53110 0.00 0.00 0.00 0.000
H 0.17579 2.68538 8.49362 0.00 0.00 0.00 0.000
H 2.47170 3.53806 8.16018 0.00 0.00 0.00 0.000
H 3.37378 3.78737 5.87036 0.01 0.00 0.00 0.000
H 2.00565 3.15566 3.92723 0.03 0.00 -0.02 0.003
H -3.54213 -1.50715 0.32521 0.00 0.00 0.00 0.001
H -4.53636 -2.87789 -0.20911 0.00 0.00 0.01 0.000
H -4.19105 -1.53611 -1.30837 0.00 -0.03 0.01 0.000
H -3.50369 -4.78211 -0.92927 0.00 0.00 0.00 0.000
H -2.48593 -6.87515 -1.37431 0.00 0.00 0.00 0.000
H -0.73651 -6.96684 -1.15249 0.00 0.00 0.00 0.000
H -1.40824 -6.76694 -2.76620 0.00 0.00 0.00 0.000
H 0.58109 -4.83897 -2.15499 0.01 -0.01 0.00 0.000
H 1.85490 -2.97416 -2.24192 0.00 -0.01 -0.01 -0.001
H 1.43303 -1.56897 -1.23981 -0.01 -0.04 -0.02 0.002
H 0.95972 -1.60285 -2.92764 -0.01 0.00 0.00 0.001
H -3.33559 1.11734 0.29259 -0.01 0.00 0.00 -0.005
H -5.04919 0.84158 -0.02950 -0.01 -0.01 0.00 0.000
H -4.36056 2.44487 -0.25531 0.00 -0.02 0.01 0.000
H -5.80023 1.81108 -2.36413 0.01 0.00 0.00 0.000
C 2.79873 1.16236 -4.83789 -0.06 0.02 0.01 0.000
N 3.32454 0.33933 -3.75758 0.07 0.09 0.23 0.000
C 3.66222 -1.04309 -4.07434 -0.04 -0.02 0.01 0.000
C 3.00918 0.66200 -2.50789 -0.08 0.03 -0.20 -0.002
N 2.75032 0.96450 -1.42223 -0.05 -0.16 0.16 0.001
H 3.45924 1.06915 -5.69936 -0.01 0.01 0.00 0.000
H 2.77924 2.20390 -4.52357 -0.01 0.00 -0.01 0.000
H 1.78809 0.85186 -5.12420 0.02 0.01 -0.01 0.000
H 4.48946 -1.05551 -4.78483 -0.01 0.00 0.00 0.000
H 2.80818 -1.57180 -4.50734 0.01 0.01 0.02 0.000
H 3.96735 -1.55546 -3.16568 0.01 -0.01 0.00 0.000
Cl -3.20106 4.47134 -4.82770 -0.11 0.01 -0.11 0.021
C -2.21884 4.01804 -3.47785 0.07 -0.05 0.02 0.185
C -0.97169 3.44066 -3.70609 -0.10 0.07 -0.04 -0.093
C -0.18554 3.09696 -2.63505 0.09 -0.03 -0.10 0.146
C -0.61560 3.31084 -1.30613 -0.01 0.00 0.09 0.049
C 0.19454 2.92059 -0.23457 0.33 -0.13 0.03 0.460
C -1.88681 3.89926 -1.11689 -0.02 0.02 0.13 0.163
C -2.67839 4.24754 -2.18611 0.00 0.02 -0.07 -0.078
H -0.63703 3.27199 -4.72012 -0.02 -0.01 -0.04 0.001
H 0.78574 2.64536 -2.79326 0.02 -0.04 -0.01 0.015
H -0.12948 3.01429 0.79194 0.00 0.03 0.02 0.052
H 1.16780 2.46349 -0.46019 -0.33 0.27 0.21 0.074
H -2.23744 4.07354 -0.10672 0.00 -0.02 0.01 -0.002
H -3.65121 4.69377 -2.03368 -0.03 0.01 -0.01 0.003
```
Positions in Å, forces in eV/Å.